# 1
DFT (the ωB97M-V functional and the def2-TZVPD basis) results for a molecular structure, C39H46Ge2N7Pt at a distorted geometry.

```
95
Properties=species:S:1:pos:R:3:forces:R:3
Pt 0.55321 0.80470 0.08222 1.88 5.17 0.02
C 3.08801 -2.99220 -2.67678 -0.14 -0.05 -0.09
C 3.58811 -4.04790 -1.72828 0.42 -0.06 -0.19
C 4.55531 -4.95570 -2.19608 -0.17 -0.16 0.60
C 5.03141 -5.98260 -1.38148 -0.09 0.20 -0.13
C 4.54321 -6.12170 -0.08818 -0.23 0.16 -0.01
C 3.59811 -5.21750 0.39482 0.32 0.14 -0.10
C 3.14521 -4.14720 -0.39458 1.05 -1.09 -0.29
N 2.15571 -3.30930 0.17152 -1.32 0.25 -0.19
C 2.14161 -1.92760 0.12742 1.06 0.68 0.04
N 3.39571 -1.36790 0.18862 -0.51 -0.30 0.09
C 3.67361 0.00890 0.19042 -0.32 1.49 -0.39
C 2.61991 0.92670 0.08222 -1.59 0.83 0.20
C 2.85091 2.29900 0.04112 3.86 0.47 0.02
C 4.15391 2.78000 0.09322 0.26 0.14 -0.01
C 5.22031 1.88430 0.18052 -0.63 -0.27 0.00
C 4.99581 0.49630 0.22162 0.15 0.40 0.00
C 6.17621 -0.43220 0.29752 -0.04 -0.05 -0.01
N 1.07041 -1.18190 0.08222 1.89 -3.57 0.17
C -0.19789 -1.77910 0.05382 2.40 -0.39 -1.12
C -0.81509 -1.99270 -1.18378 -0.53 -5.64 -3.89
C -2.06769 -2.60040 -1.26098 5.70 -1.72 -5.10
C -2.71849 -2.99310 -0.09478 -3.63 -0.60 0.12
C -2.12379 -2.76530 1.14722 7.26 -4.35 5.01
C -0.86909 -2.14230 1.23502 -1.74 -6.13 3.94
C -0.24519 -1.90310 2.58092 -0.18 0.40 0.08
H 3.24321 -3.29600 -3.71808 0.08 0.01 0.25
H 3.62171 -2.05120 -2.51768 -0.21 0.06 -0.01
H 2.01231 -2.83360 -2.55958 0.11 0.18 0.11
H 4.93341 -4.87520 -3.21358 -0.19 0.09 0.16
H 5.77141 -6.68120 -1.76368 -0.11 0.12 0.05
H 4.89601 -6.93100 0.54542 -0.09 0.13 -0.08
H 3.22401 -5.33470 1.41002 0.00 0.17 -0.19
H 1.23531 -3.71930 0.04872 -0.13 0.28 0.24
H 4.15811 -1.99210 0.39442 -0.03 -0.12 -0.08
H 2.00771 2.97800 -0.03308 2.09 1.00 -0.24
H 4.34091 3.84990 0.06082 0.06 -0.09 0.01
H 6.23411 2.27790 0.21162 -0.10 -0.24 0.00
H 7.12351 0.11710 0.28292 -0.24 -0.06 0.02
H 6.17901 -1.11420 -0.55908 0.07 -0.12 0.12
H 6.14361 -1.01110 1.22612 0.10 -0.14 -0.10
H -0.30849 -1.67680 -2.09178 -0.07 0.15 0.12
H -2.53469 -2.76070 -2.22868 0.17 0.11 0.30
H -3.69569 -3.46600 -0.15008 0.78 -1.63 -0.26
H -2.65049 -3.06680 2.04992 0.24 0.14 -0.05
H -0.98299 -2.00530 3.38392 0.06 -0.09 -0.21
H 0.16171 -0.88870 2.64642 0.14 -0.08 0.03
H 0.55511 -2.62780 2.76012 0.06 0.18 0.02
N -3.85159 -0.63470 2.19652 1.89 0.13 2.46
C -3.99399 -1.44300 1.11592 -4.14 1.58 4.38
N -5.17619 -2.10020 1.20442 -1.67 -2.69 -0.18
N -3.20609 -1.64580 0.11832 1.44 3.49 -1.06
C -2.05079 -0.97550 0.08512 -9.10 3.95 0.61
N -1.06239 -0.36960 0.08222 2.29 3.17 1.38
H -4.72069 -0.19760 2.48452 0.17 0.01 -0.12
H -3.10369 0.05100 2.14082 -0.17 -0.30 0.17
H -5.35879 -2.46160 2.13392 0.12 -0.33 0.13
H -5.24269 -2.84070 0.51172 -0.54 0.11 0.31
C -2.89559 4.99890 -1.74358 -0.50 0.46 -0.09
Ge -1.32529 3.85550 -1.74148 -0.20 -0.23 0.16
C -1.22509 2.91270 -3.43838 0.03 -0.27 -0.58
C 0.26271 4.95930 -1.54708 0.48 0.36 0.10
Ge -1.51459 2.30760 0.08222 1.64 0.00 -0.86
C -1.34779 3.34940 1.71112 -0.60 -0.01 0.62
C -0.14359 4.03700 1.92512 -0.44 0.20 0.62
C 0.04121 4.80630 3.07742 -0.42 -0.25 -0.23
C -0.97709 4.89500 4.02832 -0.16 -0.24 -0.27
C -2.17879 4.21300 3.82632 0.37 0.01 -0.26
C -2.36479 3.44230 2.67362 0.93 0.66 0.37
C -2.97589 1.10920 -0.35918 -1.57 1.12 0.30
C -2.84589 0.31870 -1.51108 -1.51 1.17 -1.68
C -3.86219 -0.56460 -1.88608 -0.72 1.34 -0.67
C -5.01919 -0.66680 -1.11178 -0.51 1.35 -1.29
C -5.15809 0.11380 0.03782 0.00 0.85 -1.31
C -4.14139 0.99800 0.41452 -0.50 1.17 -2.03
H -2.82519 5.72210 -2.58158 -0.20 -0.29 0.48
H -2.95099 5.54830 -0.78138 -0.08 -0.24 -0.57
H -3.80429 4.37450 -1.86618 0.44 0.44 0.08
H -1.12799 3.65010 -4.26128 -0.03 -0.47 0.34
H -2.14909 2.31930 -3.58998 0.55 0.28 -0.01
H -0.34249 2.24080 -3.43688 -0.50 0.31 -0.10
H 0.33081 5.65680 -2.40678 0.08 -0.34 0.48
H 1.16291 4.31170 -1.52308 -0.40 0.49 -0.06
H 0.19621 5.54550 -0.60858 0.16 -0.26 -0.53
H 0.65701 3.97390 1.20032 -0.04 0.01 0.07
H 0.97411 5.33250 3.23302 0.02 0.00 -0.01
H -0.83499 5.49060 4.92082 0.00 -0.01 0.01
H -2.96829 4.28170 4.56362 -0.02 0.00 0.02
H -3.30059 2.93630 2.55202 -0.35 -0.21 -0.15
H -1.95299 0.38240 -2.11868 0.01 0.11 -0.01
H -3.75159 -1.17030 -2.77628 -0.08 0.15 -0.01
H -5.80679 -1.35040 -1.40138 -0.04 -0.02 0.00
H -6.05519 0.03460 0.63822 0.03 0.04 -0.11
H -4.28499 1.58220 1.30022 0.00 0.45 0.07
H 1.08401 2.43840 0.08222 -4.10 -3.27 0.06
```
Positions in Å, forces in eV/Å.

Output
Net charge: 0
HOMO-LUMO gap (alpha / beta) (hartree): 0.18307 / 0.27736
M (g mol⁻¹): 953.1
Spin multiplicity: 4
E_tot (hartree): -6169.4128

Here are the Löwdin charges for atoms 1 to 6, given in e: number 1, Pt, carries 0.9662; number 2, C, carries -0.0291; number 3, C, carries -0.2003; number 4, C, carries -0.0402; number 5, C, carries -0.0853; number 6, C, carries -0.0881

***

# 2
DFT (the ωB97M-V functional and the def2-TZVPD basis) results for a molecular structure, C32H41AsN4ORuS at a distorted geometry.

```
81
Properties=species:S:1:pos:R:3:forces:R:3
Ru 0.60555 -1.27597 -0.85562 0.33 0.44 -1.06
N 2.31855 0.19082 -0.65651 -0.46 -0.59 0.26
C 3.53484 -0.34813 -1.30480 0.00 0.26 0.15
C 3.15795 -0.88441 -2.65159 -0.03 -0.11 -0.10
N 2.16665 -1.97054 -2.52324 -0.19 0.09 0.18
C 2.79150 -3.20632 -2.00064 0.18 0.14 -0.24
C 1.74816 -4.14727 -1.48261 -0.17 -0.21 0.17
N 0.94490 -3.44902 -0.45452 0.30 0.40 0.01
C 1.50200 -2.21440 -3.81847 0.25 -0.14 -0.02
C 0.18280 -1.51234 -3.83216 -0.32 -0.05 -0.10
N -0.58897 -1.96432 -2.64156 0.17 0.07 0.13
H 2.09546 1.09758 -1.05273 -0.04 0.03 0.04
H 2.47207 0.31621 0.33977 0.03 0.06 0.04
H 3.94624 -1.11404 -0.65440 0.05 -0.03 0.04
H 4.30473 0.41264 -1.43397 0.01 0.10 0.12
H 4.04762 -1.21832 -3.19460 -0.02 -0.07 -0.04
H 2.69725 -0.08542 -3.23516 0.01 0.03 -0.06
H 3.46110 -2.94099 -1.18497 0.03 0.00 0.00
H 3.39564 -3.69807 -2.76844 0.03 0.04 -0.06
H 2.23793 -5.03660 -1.08771 -0.07 -0.09 0.07
H 1.07668 -4.48318 -2.27163 -0.01 -0.02 -0.02
H 1.45872 -3.41168 0.42099 -0.05 -0.05 0.13
H 0.09445 -3.96849 -0.26983 -0.07 0.02 0.10
H 1.35594 -3.28699 -3.94930 -0.04 0.01 -0.06
H 2.10949 -1.87989 -4.66108 0.14 -0.02 0.04
H -0.33003 -1.71937 -4.77262 -0.19 -0.04 0.04
H 0.30828 -0.43462 -3.74416 0.04 0.08 -0.01
H -0.72604 -2.97017 -2.69461 -0.12 -0.02 -0.03
H -1.50605 -1.54044 -2.68842 -0.13 -0.18 0.07
C -4.94078 0.52383 1.65396 0.00 0.01 0.03
C -4.63944 -0.50803 0.77436 0.02 -0.01 -0.01
C -3.45293 -0.47395 0.05430 0.01 0.08 0.06
C -2.58012 0.60023 0.21113 -0.08 0.08 -0.09
C -2.87459 1.63316 1.09105 -0.25 -0.05 0.00
C -4.06244 1.58885 1.81211 0.06 0.02 0.03
As -1.02993 0.64592 -0.93514 0.90 -0.55 0.48
C -1.86339 1.31296 -2.54644 -0.14 -0.10 -0.19
C -2.77305 0.68692 -3.36599 0.22 0.05 0.32
C -3.29972 1.37970 -4.45955 -0.02 0.25 -0.19
C -2.91048 2.70382 -4.73662 -0.06 -0.04 -0.06
C -2.03247 3.35178 -3.90917 -0.05 0.12 -0.13
C -1.50432 2.67776 -2.78101 0.23 0.21 0.24
C -0.67110 3.27709 -1.78065 -0.34 0.03 -0.49
C -0.26425 4.63298 -1.76075 0.12 0.20 0.01
C 0.47659 5.10675 -0.70034 -0.10 0.07 -0.22
C 0.83936 4.24944 0.34118 0.01 -0.16 0.04
C 0.46070 2.89272 0.32701 0.03 0.07 -0.04
C -0.29643 2.42160 -0.71386 -0.14 -0.19 0.37
H -5.86367 0.49772 2.21904 0.01 0.02 -0.03
H -5.32957 -1.33228 0.64666 0.03 0.01 0.01
H -3.21509 -1.28707 -0.62368 0.00 -0.05 -0.02
H -2.20164 2.47075 1.21515 0.00 0.05 0.00
H -4.30780 2.39656 2.48963 0.00 -0.03 0.01
H -3.12961 -0.31539 -3.16101 -0.02 0.01 -0.02
H -4.02234 0.89164 -5.10178 0.01 0.02 -0.01
H -3.32134 3.21492 -5.59748 -0.02 -0.03 0.03
H -1.76066 4.37913 -4.11244 0.00 -0.02 0.00
H -0.53946 5.30209 -2.56578 0.01 -0.01 0.03
H 0.77739 6.14596 -0.67168 -0.01 -0.03 0.01
H 1.41386 4.63635 1.17446 0.00 -0.02 -0.03
H 0.75073 2.24354 1.14469 -0.03 0.04 0.05
C 2.48422 0.07855 7.60421 -0.11 0.06 -0.20
C 1.82223 -0.08750 6.25879 0.15 0.03 0.33
C 2.23189 -1.08563 5.37750 0.08 -0.14 -0.12
C 1.64904 -1.23124 4.12951 0.06 -0.09 0.16
C 0.63434 -0.35727 3.76985 0.17 0.16 0.09
C 0.20869 0.65909 4.61886 0.05 0.04 0.08
C 0.80205 0.77596 5.86523 -0.15 0.13 -0.04
S -0.18209 -0.49041 2.23465 0.16 -0.07 -0.51
C -1.34381 -1.78845 2.58526 -0.05 -0.22 0.00
O 0.85420 -1.13810 1.26113 -0.44 0.03 0.28
H 3.12281 -0.76603 7.85211 -0.04 -0.02 -0.02
H 1.74263 0.20733 8.39091 -0.04 -0.06 0.01
H 3.09987 0.97920 7.60839 0.04 0.01 -0.04
H 3.02006 -1.76416 5.67836 0.01 0.01 -0.02
H 1.98356 -2.00515 3.44954 -0.03 0.02 0.03
H -0.57861 1.34223 4.31373 0.05 -0.03 0.04
H 0.47464 1.55580 6.54340 0.00 -0.03 -0.04
H -0.82483 -2.59263 3.10628 -0.04 0.00 0.00
H -1.76008 -2.12687 1.63762 -0.03 0.03 0.00
H -2.13625 -1.36846 3.20791 0.06 -0.03 0.00
```
Positions in Å, forces in eV/Å.

Output
Net charge: +3
HOMO-LUMO gap (alpha / beta) (hartree): 0.25720 / 0.14059
M (g mol⁻¹): 705.8
Spin multiplicity: 2
Energy above the lowest of the compared OMol25 structures with the same formula, charge and spin (eV): 2.008
E_tot (hartree): -4266.1485

Here are the Löwdin charges for atoms 1 to 6, given in e: number 1, Ru, carries 0.8848; number 2, N, carries -0.0429; number 3, C, carries -0.1931; number 4, C, carries -0.1714; number 5, N, carries -0.2193; number 6, C, carries -0.1645

***

# 3
DFT (the ωB97M-V functional and the def2-TZVPD basis) results for a single C4H2OS molecule at a distorted geometry.

```
8
Properties=species:S:1:pos:R:3:forces:R:3
C 0.52600 -0.30853 -0.04424 -4.19 0.51 -0.69
C 1.35631 0.81520 0.08612 0.50 3.17 1.15
C -1.94375 -0.88159 -0.12291 -0.62 0.19 1.07
C -0.84614 -0.22745 -0.09579 3.78 0.28 -0.03
O -3.03500 -1.17046 0.13045 -1.02 -0.79 -0.50
S 0.52915 2.25736 -0.01762 1.93 -0.54 0.12
H 0.94223 -1.19129 -0.30118 1.52 -3.06 -0.44
H 2.47120 0.70677 0.36517 -1.90 0.25 -0.69
```
Positions in Å, forces in eV/Å.

Output
Net charge: 0
HOMO-LUMO gap (hartree): 0.23977
M (g mol⁻¹): 98.1
Energy above the lowest of the compared OMol25 structures with the same formula, charge and spin (eV): 0.698
E_tot (hartree): -626.9095

Here are the natural (NBO) charges for atoms 1 to 6, given in e: number 1, C, carries -0.1800; number 2, C, carries -0.3302; number 3, C, carries 0.6146; number 4, C, carries -0.2498; number 5, O, carries -0.4265; number 6, S, carries 0.1342

***

# 4
DFT (the ωB97M-V functional and the def2-TZVPD basis) results for a molecular structure, C20H21ClF6N2O3PdS at a distorted geometry.

```
55
Properties=species:S:1:pos:R:3:forces:R:3
Pd 0.44329 0.01393 -0.35276 0.47 0.79 0.12
Cl 3.42634 -7.12148 0.84023 -0.03 0.04 -0.02
C 2.57440 -5.64997 0.36322 -0.04 -0.15 -0.04
C 1.40408 -5.75369 -0.41651 0.10 0.07 0.07
C 0.73420 -4.62974 -0.80057 0.02 -0.03 -0.05
C 1.19056 -3.29439 -0.46626 0.18 0.02 0.07
O 0.58871 -2.28940 -0.89499 -0.25 0.05 -0.06
C 2.38326 -3.24749 0.35544 -0.19 -0.01 -0.01
C 2.93765 -1.99740 0.82072 0.02 -0.15 -0.01
O 2.57856 -0.86719 0.55772 0.08 0.19 0.05
C 3.03946 -4.42573 0.74581 0.01 0.10 0.01
H 1.04649 -6.73439 -0.70705 -0.01 -0.02 0.02
H -0.16780 -4.69886 -1.39750 0.02 0.03 0.02
H 3.80999 -2.12210 1.50063 0.07 -0.06 0.02
H 3.93704 -4.34844 1.35308 -0.04 0.00 0.01
C -2.04183 1.37769 1.78915 0.14 -0.13 0.02
C -1.43212 0.05740 2.31464 -0.07 -0.12 0.20
O -0.14511 -0.13033 2.01522 -0.19 -0.13 -0.09
C -1.59633 0.07907 3.87013 0.16 0.11 -0.07
F -1.07246 -0.98449 4.49980 -0.03 0.03 -0.01
F -2.89328 0.16793 4.29138 0.01 -0.03 0.04
F -0.97225 1.16219 4.39657 -0.08 -0.05 -0.02
C -2.34552 -1.11228 1.78077 0.24 0.02 0.11
F -2.06936 -1.38653 0.50665 -0.03 0.05 -0.03
F -2.18368 -2.26931 2.47132 -0.06 0.11 -0.09
F -3.68189 -0.83645 1.83168 0.04 -0.10 0.05
H -1.46950 2.19799 2.22079 0.01 0.02 -0.08
H -3.09944 1.48915 2.02916 -0.02 0.04 0.00
H -1.89616 1.39388 0.71090 -0.03 0.05 -0.03
C 1.90659 2.70340 -2.27550 0.02 0.08 0.05
C 2.21414 2.54635 -0.78528 0.15 -0.17 0.08
C 2.31208 3.94017 -0.15423 0.01 0.06 0.09
C 3.58253 1.84763 -0.66078 -0.03 0.02 0.13
C 1.16405 1.77205 -0.01640 -0.83 -0.48 -0.53
H 2.72633 3.23654 -2.77679 -0.04 0.00 0.04
H 0.97890 3.25928 -2.42765 0.00 -0.07 0.00
H 1.78475 1.73021 -2.74515 -0.01 -0.01 -0.04
H 3.06895 4.54119 -0.67454 -0.05 -0.04 0.03
H 2.59091 3.87087 0.90230 -0.02 0.01 -0.07
H 1.35054 4.45775 -0.22084 0.04 -0.01 0.02
H 4.35090 2.41882 -1.20004 -0.03 -0.02 0.02
H 3.52430 0.84369 -1.07920 0.04 -0.03 0.00
H 3.87570 1.75211 0.38787 0.00 -0.02 -0.06
H 1.33697 1.80185 1.06501 0.11 0.12 0.11
S -0.63907 0.50976 -2.46033 -1.39 -0.22 0.05
C -2.33129 0.76843 -2.13772 2.52 0.44 -0.70
N -2.67885 2.09698 -1.81693 -0.75 0.83 0.15
C -3.98575 2.52987 -2.04407 0.26 -0.70 0.05
C -4.95801 1.58369 -2.16718 0.05 1.27 0.02
C -4.57720 0.23658 -2.16818 2.38 -1.35 -0.07
N -3.25083 -0.13750 -2.24115 -3.04 -0.50 0.27
H -1.92053 2.74362 -1.94351 0.05 0.04 0.16
H -4.15538 3.59643 -2.07611 -0.02 0.01 0.04
H -5.99360 1.87409 -2.29192 0.03 0.03 0.00
H -5.30443 -0.56345 -2.22106 0.06 -0.01 -0.03
```
Positions in Å, forces in eV/Å.

Output
Net charge: -2
HOMO-LUMO gap (alpha / beta) (hartree): 0.13089 / 0.12964
M (g mol⁻¹): 625.3
Energy above the lowest of the compared OMol25 structures with the same formula, charge and spin (eV): 3.465
E_tot (hartree): -2695.3260

Here are the natural (NBO) charges for atoms 1 to 6, given in e: number 1, Pd, carries 0.7081; number 2, Cl, carries -0.0969; number 3, C, carries -0.1439; number 4, C, carries -0.2293; number 5, C, carries -0.2481; number 6, C, carries 0.4498